[1]
This record from OMol25 describes a molecular structure, C39H38FeIN6O4PSSe. The level of theory is the ωB97M-V functional and the def2-TZVPD basis.

Summary:
HOMO (alpha / beta), eV: -4.059 / -6.917
2S+1: 5
<S²>: 6.26
Orbital gap (alpha / beta), eV: 3.03 / 6.16
DFT total energy, eV: -186144.1887
Total charge: 0

Last column: Mulliken spin population.
Cartesian coordinates (Å):
Fe 0.13466 0.67022 0.16196  3.2023
I 0.65630 -1.74072 1.17038  0.0552
C 1.81255 -1.27002 2.87236  0.0002
C 1.41378 -1.95904 3.98046  0.0050
C 2.16463 -1.88384 5.16682  0.0003
C 3.33167 -1.18487 5.17527  0.0018
C 3.77126 -0.47953 4.02946  0.0031
C 5.03008 0.15402 4.05026  0.0004
C 5.50470 0.79971 2.94798  0.0007
C 4.66961 0.95399 1.83556  0.0037
C 3.39814 0.42098 1.78477  0.0004
P 2.39797 1.15315 0.42153  0.0336
C 3.34711 0.56808 -1.03961  -0.0221
C 4.04299 -0.63827 -0.94637  -0.0043
C 4.64448 -1.19780 -2.06523  0.0006
C 4.57180 -0.55612 -3.29039  -0.0033
C 3.85741 0.62902 -3.40252  0.0024
C 3.23306 1.17477 -2.29246  0.0063
C 2.79982 2.93143 0.65909  -0.0037
C 2.70533 3.42182 1.96616  -0.0036
C 2.97627 4.74908 2.24815  -0.0023
C 3.34219 5.61795 1.22868  0.0017
C 3.43436 5.14428 -0.06924  -0.0005
C 3.16277 3.81167 -0.35463  0.0051
C 2.95887 -0.42957 2.84828  -0.0116
H 0.51882 -2.57158 3.93056  0.0007
H 1.82605 -2.40955 6.04990  0.0002
H 3.95676 -1.16686 6.06025  0.0001
H 5.62261 0.09801 4.95607  0.0001
H 6.49648 1.23378 2.94406  0.0000
H 5.02160 1.53489 0.99225  -0.0009
H 4.12010 -1.14282 0.00735  0.0003
H 5.16302 -2.14455 -1.97752  -0.0001
H 5.05607 -0.98387 -4.15978  -0.0002
H 3.76507 1.11959 -4.36374  0.0000
H 2.62202 2.05513 -2.41510  0.0025
H 2.43846 2.75428 2.77610  0.0015
H 2.90830 5.10636 3.26804  0.0001
H 3.55491 6.65663 1.44752  0.0002
H 3.71977 5.81057 -0.87329  0.0000
H 3.26330 3.47790 -1.37415  -0.0003
C 0.03564 1.48916 2.01816  -0.4531
H -0.92200 1.10560 2.37209  0.0363
H -0.01334 2.57033 1.89496  -0.0156
H 0.81411 1.22266 2.73205  0.0200
O -3.32700 2.17758 -1.22947  0.0091
C -2.86170 1.46551 -0.36255  -0.0300
O -1.56801 1.32780 -0.18500  0.1491
C -3.77623 0.72952 0.60501  -0.0543
C -5.14381 1.00452 0.58259  0.1627
C -5.99865 0.31721 1.44068  -0.0748
C -5.51843 -0.62929 2.33149  0.1543
C -4.13983 -0.87911 2.38636  -0.0219
C -3.28106 -0.19977 1.50714  0.0776
N -3.61592 -1.80111 3.29341  0.2612
O -2.32144 -1.83099 3.47438  0.1721
O -4.40859 -2.59532 3.92027  0.2662
H -5.51935 1.74953 -0.10775  0.0130
H -7.06162 0.53367 1.41951  -0.0038
H -6.17114 -1.16996 3.00217  0.0217
H -2.23555 -0.42920 1.54020  0.0648
C -2.28844 -4.88410 -0.51065  -0.0027
N -3.56923 -4.31523 -0.87512  0.0027
C -4.80055 -4.86686 -0.57218  -0.0048
C -5.73916 -4.02929 -1.04171  0.0084
N -5.07755 -2.96231 -1.62780  0.0002
C -5.71750 -1.80402 -2.21906  -0.0008
C -3.74149 -3.13758 -1.52145  -0.0071
Se -2.44564 -2.00971 -2.18242  0.0056
H -2.42201 -5.94376 -0.30112  -0.0007
H -1.90068 -4.38688 0.37971  0.0046
H -1.59184 -4.74684 -1.33692  0.0003
H -4.89962 -5.79117 -0.03087  -0.0012
H -6.81266 -4.09110 -1.01067  0.0001
H -6.63302 -2.11556 -2.71913  -0.0002
H -5.03764 -1.35998 -2.94024  -0.0008
H -5.94730 -1.06520 -1.45113  0.0022
C -1.41075 2.19844 -5.60929  0.0000
C -0.41575 2.48927 -4.48480  0.0008
C -0.07742 1.27611 -3.68178  0.0016
N 0.09035 1.27329 -2.41374  -0.0319
N 0.39511 0.04115 -1.88299  -0.0257
C 0.49233 -0.89947 -2.78834  0.0130
N 0.88713 -2.17025 -2.55885  0.0018
S 0.16835 -0.31062 -4.38482  0.0035
H -1.63277 3.10940 -6.16351  0.0000
H -2.34292 1.80828 -5.19855  -0.0001
H -1.00913 1.46336 -6.31163  0.0000
H -0.82706 3.21784 -3.78713  -0.0001
H 0.50753 2.90160 -4.90348  -0.0002
H 0.79271 -2.48667 -1.60830  0.0013
H 0.62532 -2.84880 -3.25298  -0.0001

Cartesian forces, eV/Å:
-1.7 0.5 -0.5
0.0 -0.4 0.3
-0.3 0.0 -0.2
-0.2 -0.1 -0.1
0.0 0.0 0.2
0.0 -0.1 0.0
-0.2 0.0 -0.2
0.1 0.1 0.0
0.2 0.0 0.0
-0.2 -0.1 -0.1
0.0 0.1 0.1
1.1 0.1 -0.3
-0.2 -0.2 0.0
0.0 0.1 0.0
0.0 0.0 0.0
0.0 0.0 0.0
0.0 0.0 0.0
0.0 0.0 0.0
-0.1 0.0 0.2
0.0 0.0 0.0
0.0 0.0 0.0
0.0 0.0 0.0
0.0 0.0 0.0
0.0 0.0 0.0
0.2 0.0 0.1
0.0 0.1 0.1
0.0 0.0 0.0
0.0 0.0 0.0
0.0 0.0 0.0
0.0 0.0 0.0
0.0 0.1 0.1
0.0 0.0 0.0
0.0 0.1 0.0
0.0 0.0 0.0
0.0 0.0 0.0
-0.1 0.0 -0.1
0.0 0.0 0.0
0.0 0.0 0.0
0.0 0.0 0.0
0.0 0.0 0.0
0.0 0.0 0.0
-0.1 0.3 0.5
0.0 -0.1 -0.1
0.0 -0.1 -0.2
0.0 -0.1 -0.1
0.2 0.0 -0.1
-0.6 -0.1 0.4
0.7 -0.4 0.3
0.3 0.0 0.0
-0.1 0.1 -0.2
0.1 0.0 0.0
-0.1 0.0 -0.1
0.3 -0.4 0.2
-0.1 0.3 -0.1
0.3 -0.3 0.2
-0.6 -0.1 -0.3
0.4 0.6 -0.4
0.0 0.0 0.0
0.0 0.0 0.0
0.0 0.0 0.0
0.2 -0.1 0.1
0.0 0.1 0.1
-0.1 0.1 0.0
0.1 -0.1 0.1
0.0 0.2 -0.1
0.0 -0.3 0.1
-0.1 0.1 0.0
-0.1 0.0 -0.1
0.2 -0.1 0.1
0.0 0.0 0.0
0.0 0.0 0.0
0.0 0.0 0.0
0.0 0.0 0.0
0.0 0.0 0.0
0.0 0.0 0.0
0.0 0.0 0.0
0.0 0.0 0.0
0.0 0.0 0.1
-0.1 -0.1 -0.1
0.1 -0.3 0.1
0.2 0.1 0.0
-0.1 0.1 -0.1
0.1 0.5 -0.1
0.3 0.1 -0.1
-0.1 0.0 0.1
0.0 0.0 0.0
0.0 0.0 0.0
0.0 0.0 0.0
0.0 0.0 0.0
0.0 0.0 0.0
-0.1 -0.1 0.0
-0.1 -0.1 0.1



[2]
This record from OMol25 describes C4H9NO in the gas phase. The level of theory is the ωB97M-V functional and the def2-TZVPD basis.

Summary:
SMILES string: CN[C@H](C)C=O
HOMO, eV: -9.151
2S+1: 1
Orbital gap, eV: 10.07
DFT total energy, eV: -7830.5635
Total charge: 0

Last column: natural (NBO) charge in e.
Cartesian coordinates (Å):
C -1.86208 -0.82693 -0.17500  -0.4400
N -0.49536 -1.35943 -0.21846  -0.6011
C 0.51061 -0.36135 0.13613  -0.1614
C 0.38875 0.10490 1.57599  -0.6219
C 0.75372 0.72914 -0.88544  0.4340
O 0.91611 1.88369 -0.61106  -0.5095
H -2.64364 -1.50113 -0.53718  0.2085
H -1.99944 0.09060 -0.75377  0.1744
H -2.11751 -0.79643 0.88485  0.2031
H -0.31349 -1.64037 -1.17890  0.3486
H 1.46576 -0.91503 0.04809  0.2104
H 1.17727 0.78602 1.86786  0.2319
H 0.29314 -0.78528 2.19270  0.2215
H -0.53687 0.64372 1.68553  0.2105
H 0.62335 0.32720 -1.91873  0.0910

Cartesian forces, eV/Å:
-0.3 -0.5 0.5
-0.5 0.2 -1.0
1.4 -0.7 0.3
-0.6 -0.2 -0.5
-1.7 -0.3 0.5
0.4 0.2 -0.4
0.6 -0.4 -0.4
0.0 0.4 0.5
-0.1 0.9 -0.1
0.1 -0.2 0.1
-0.1 0.0 0.2
0.3 -0.2 0.1
0.4 0.1 0.3
-0.4 0.4 0.1
0.4 0.4 -0.2



[3]
This record from OMol25 describes a molecular structure, C31H32BClN10RuS. The level of theory is the ωB97M-V functional and the def2-TZVPD basis.

Summary:
HOMO (alpha / beta), eV: -13.485 / -13.485
2S+1: 1
Orbital gap (alpha / beta), eV: 4.85 / 5.38
DFT total energy, eV: -74174.4809
Total charge: +2

Last column: Löwdin charge in e.
Cartesian coordinates (Å):
Ru 0.20760 0.30340 -0.19258  1.1146
C -2.98994 -0.29610 2.15529  -0.0355
C -1.84303 -1.24808 2.01577  -0.3248
C -1.64223 -2.32625 2.87666  0.0119
C -0.52509 -2.96951 2.39624  -0.0302
N -0.09821 -2.32445 1.30241  0.0275
N -0.87803 -1.22944 1.07956  -0.0073
B 1.18785 -2.65320 0.48817  -0.6608
N 2.26258 -1.64496 0.93692  0.0426
C 3.49919 -1.77533 1.43512  -0.0072
C 3.95702 -0.52318 1.78915  0.0198
C 2.92557 0.36100 1.47762  -0.3427
C 2.94704 1.84114 1.68982  -0.0351
N 1.89268 -0.34258 0.97689  -0.0767
N 0.85035 -2.42903 -1.01291  0.0380
C 0.89959 -3.37005 -1.95884  -0.0018
C 0.19675 -2.92157 -3.05412  0.0210
C -0.29071 -1.66536 -2.70840  -0.2848
C -1.16976 -0.86085 -3.60657  0.0001
N 0.13535 -1.36276 -1.45909  -0.0553
N 1.60486 -4.08423 0.67099  -0.0272
C 0.82501 -5.20451 0.65026  -0.0869
C 1.64115 -6.27877 0.44502  -0.0005
C 2.94324 -5.73332 0.31915  -0.3329
C 4.22509 -6.45523 0.07113  -0.0208
N 2.90597 -4.41912 0.43848  0.1130
H -3.38250 -0.38623 3.16596  0.0984
H -2.72000 0.74626 1.98989  0.0543
H -3.80313 -0.55082 1.47552  0.0845
H -2.24976 -2.60121 3.72121  0.1217
H -0.00970 -3.84106 2.75999  0.1351
H 3.95208 -2.74960 1.48754  0.1172
H 4.90919 -0.27477 2.22458  0.1218
H 3.98152 2.17487 1.73749  0.0980
H 2.45331 2.39853 0.89516  0.0321
H 2.47641 2.11700 2.63422  0.0814
H 1.41553 -4.29955 -1.78302  0.1351
H 0.03032 -3.43713 -3.98378  0.1243
H -1.54616 -1.52423 -4.38233  0.0978
H -2.02764 -0.45702 -3.08302  0.0683
H -0.63269 -0.05382 -4.10621  0.0852
H -0.24617 -5.15805 0.75681  0.1262
H 1.35580 -7.31601 0.40198  0.1134
H 4.16872 -7.47804 0.43836  0.0834
H 4.44703 -6.49617 -0.99604  0.0840
H 5.05277 -5.95173 0.56672  0.0801
C -3.27284 0.69449 -0.54749  -0.0264
C -2.52462 1.54362 -1.51554  -0.2937
C -3.24945 2.38905 -2.38458  0.0257
C -2.60545 3.09349 -3.35347  0.0532
C -1.19993 2.98039 -3.45209  -0.1327
C -0.44838 3.64632 -4.44896  0.0438
C 0.91786 3.52541 -4.52967  -0.0153
C 1.59157 2.74624 -3.58603  -0.0384
C 0.87511 2.09324 -2.59669  -0.5104
S 1.67709 1.21953 -1.35568  0.9565
C -0.53895 2.16735 -2.51493  -0.2571
N -1.20164 1.44405 -1.55537  0.0264
H -4.14504 0.25376 -1.03124  0.1149
H -3.63999 1.29518 0.28719  0.0958
H -2.62915 -0.10050 -0.17664  0.0449
H -4.32434 2.43439 -2.27762  0.1362
H -3.14865 3.72658 -4.04404  0.1410
H -0.97827 4.26487 -5.16328  0.1385
H 1.47063 4.03657 -5.30465  0.1297
H 2.67001 2.65264 -3.61995  0.1274
Cl -1.57272 5.30971 1.68812  0.7661
C -0.98633 3.75401 2.10678  -0.6336
C -0.81587 3.37638 3.43170  -0.0265
C -0.32615 2.10836 3.69395  -0.0026
C -0.03182 1.25931 2.64588  -0.1357
N -0.21645 1.62484 1.36699  -0.0744
C -0.67694 2.85798 1.10195  -0.1400
H -1.05613 4.06554 4.23031  0.1320
H -0.16662 1.77381 4.70924  0.1334
H 0.36488 0.27002 2.81270  0.1183
H -0.79116 3.14053 0.06625  0.1023

Cartesian forces, eV/Å:
-0.6 -1.1 0.5
0.1 0.0 0.3
-0.1 0.0 0.3
0.0 -0.1 -0.1
-0.1 0.0 0.0
0.2 0.0 0.2
-0.1 0.3 -0.3
0.0 0.0 0.1
0.2 0.0 0.1
-0.1 0.0 0.0
-0.1 0.1 0.0
0.2 0.0 0.1
0.0 0.0 0.0
-0.6 0.2 -0.7
-0.1 0.0 0.0
0.1 0.0 0.1
-0.1 0.0 0.0
0.1 -0.1 0.0
0.1 0.1 0.0
0.0 0.2 0.0
-0.1 0.1 0.1
0.0 0.0 -0.1
0.0 0.0 0.0
-0.1 0.0 0.0
0.0 0.0 0.0
0.1 -0.1 0.0
0.0 0.0 0.0
0.1 -0.1 0.1
0.0 -0.1 0.2
0.0 0.0 0.0
0.0 0.0 0.0
0.0 0.0 0.0
0.0 0.0 0.0
0.0 0.0 0.0
0.0 0.0 0.0
0.0 0.0 0.0
0.0 0.0 0.0
0.0 0.0 0.0
0.0 0.0 0.0
-0.1 0.1 0.1
0.0 0.0 0.0
0.0 0.0 0.0
0.0 0.0 0.0
0.0 0.0 0.0
0.0 0.0 0.0
0.0 0.0 0.0
0.1 0.1 -0.3
-0.1 -0.2 0.1
0.0 0.0 0.0
0.0 0.0 0.0
0.0 -0.1 0.1
0.0 0.1 -0.1
0.0 0.0 0.1
0.0 0.1 -0.2
0.0 -0.2 0.5
0.6 0.6 -0.7
-0.1 0.2 -0.2
0.4 -0.2 0.2
0.0 0.0 0.0
0.0 0.0 -0.2
-0.1 0.1 -0.1
0.0 0.0 0.0
0.0 0.0 0.0
0.0 0.0 0.0
0.0 0.0 0.0
0.0 0.0 0.0
0.0 0.0 0.0
0.0 0.0 0.0
0.0 0.0 0.0
0.0 0.0 0.0
0.0 0.0 0.0
0.0 0.1 0.0
0.0 0.0 0.1
0.0 0.0 0.0
0.0 0.0 0.0
0.0 0.0 0.0
0.0 0.0 0.0



[4]
This record from OMol25 describes a molecular structure, C18H5CuF5N4O3S3Se. The level of theory is the ωB97M-V functional and the def2-TZVPD basis.

Summary:
HOMO (alpha / beta), eV: -2.019 / -2.015
2S+1: 2
<S²>: 0.78
Orbital gap (alpha / beta), eV: 6.32 / 4.56
DFT total energy, eV: -186930.0456
Total charge: -2

Last column: natural (NBO) charge in e.
Cartesian coordinates (Å):
Cu -1.76284 -1.27087 1.72163  0.8185
S -2.96406 0.49987 2.56649  0.0239
C -3.85614 -0.25185 3.77218  -0.3449
C -4.71968 0.57937 4.56181  0.2713
N -5.41414 1.24600 5.19302  -0.3386
C -3.84268 -1.63419 4.06688  -0.3281
S -2.88218 -2.76622 3.28877  -0.0867
C -4.72287 -2.10285 5.09608  0.2732
N -5.42990 -2.51056 5.90856  -0.3466
N -1.23555 -3.22681 -0.56565  -0.6831
C -1.62269 -2.38830 0.13828  0.2324
H -0.73845 -3.98808 -0.97406  0.4492
O 4.76273 -1.77975 1.94142  -0.9648
S 3.55764 -2.41349 1.45706  2.2972
O 3.68289 -3.81152 1.10006  -0.9765
N 2.30199 -2.17135 2.43790  -0.8605
C 1.32417 -1.50727 1.83560  0.6320
O 0.19888 -1.29576 2.33064  -0.7594
C 1.66641 -1.06270 0.42537  -0.0695
C 0.90916 -0.30037 -0.44956  -0.2076
C 1.43362 -0.06289 -1.71707  -0.2112
C 2.68934 -0.54280 -2.07687  -0.2170
C 3.45940 -1.27579 -1.18177  -0.1928
C 2.91502 -1.52488 0.06022  -0.3357
H -0.04351 0.13093 -0.15592  0.2585
H 0.86093 0.52247 -2.42406  0.2205
H 3.07796 -0.31961 -3.06378  0.2041
H 4.44447 -1.63599 -1.44843  0.2156
F 1.88011 3.47942 -4.97945  -0.3157
C 1.05313 3.27691 -3.93549  0.2115
C 1.47988 3.50395 -2.63784  0.2895
F 2.74062 3.91589 -2.42302  -0.3171
C 0.61477 3.30193 -1.57824  0.2825
F 1.11395 3.53286 -0.35770  -0.3041
C -0.70466 2.86697 -1.73238  -0.2852
Se -1.85031 2.55008 -0.26183  -0.4386
C -1.09505 2.67087 -3.05866  0.2833
F -2.34132 2.26170 -3.34773  -0.3103
C -0.25171 2.85881 -4.13808  0.2466
F -0.68932 2.64585 -5.39438  -0.3156

Cartesian forces, eV/Å:
-0.1 -0.1 0.1
0.1 0.0 -0.1
0.1 -0.2 -0.1
-0.1 0.1 0.1
0.0 0.0 0.0
0.1 0.2 -0.2
0.0 0.0 0.0
-0.1 -0.2 0.1
0.0 0.0 0.0
-0.1 -0.1 0.0
0.2 0.1 0.1
0.0 0.1 -0.1
-0.1 0.0 0.0
0.1 -0.1 0.1
0.0 0.0 0.0
0.1 -0.1 0.0
-0.3 -0.1 -0.3
0.2 0.1 0.1
0.0 0.1 0.1
0.0 0.0 0.0
0.0 0.0 0.1
0.0 0.0 -0.1
0.0 -0.1 0.0
-0.1 0.0 0.1
0.0 0.0 0.0
0.0 0.0 0.0
0.0 0.0 0.0
0.0 0.0 0.0
0.0 0.0 0.0
-0.1 0.0 0.1
-0.1 -0.1 -0.1
0.1 0.0 0.0
0.1 0.0 0.0
0.0 0.0 0.0
-0.1 0.0 0.1
0.0 0.0 -0.1
0.0 -0.1 -0.1
0.0 0.0 0.0
0.1 0.1 0.1
0.0 0.0 -0.1